Entry 1:
This record from the Open Molecules 2025 dataset describes a molecular structure, C20H26N2O2SiTm at a distorted geometry. The level of theory is ωB97M-V/def2-TZVPD.

Summary:
relative energy (zero: lowest compared OMol25 entry of this formula, charge and spin) = 0.0 kJ/mol
charge = +1
strongest force on any atom = 3.4 eV/A
electronic energy = -2412.09761 Eh
2S+1 = 3
LUMO energy (spin up / spin down) = -3.108 / -3.064 eV
<S²> = 2.00

```
52
Properties=species:S:1:pos:R:3:forces:R:3
C 0.857 -2.348 -0.732 0.976 -0.387 -0.698
C 0.977 -1.561 -1.914 0.474 -0.427 0.122
C 2.327 -1.096 -2.016 -0.058 -0.781 0.195
H 0.195 -1.450 -2.679 0.386 0.396 0.666
C 3.070 -1.657 -0.920 -0.288 -0.857 -0.353
C 2.156 -2.428 -0.118 0.250 -0.719 -1.212
H 2.446 -3.143 0.656 -0.157 0.532 -0.066
H -0.043 -2.886 -0.431 0.321 0.268 -0.005
H 2.732 -0.527 -2.864 -0.215 -0.189 0.627
H 4.158 -1.626 -0.773 -0.652 0.202 -0.043
Tm 1.513 -0.150 0.216 -2.941 1.618 -0.480
C -0.070 2.818 0.688 -1.765 0.685 -0.877
H 1.028 2.794 0.579 -0.104 -0.094 -0.061
H -0.302 2.902 1.764 0.155 -0.539 -0.314
H -0.436 3.778 0.267 0.567 -0.263 -0.091
Si -1.086 1.207 -0.166 0.927 1.459 0.834
C -2.802 0.725 0.403 0.319 0.167 0.426
C -3.403 -0.451 -0.085 -0.397 0.162 0.282
H -2.895 -1.035 -0.863 -0.386 0.358 0.137
C -4.616 -0.904 0.466 0.454 0.183 0.273
H -5.134 -1.764 0.023 0.307 0.298 0.355
C -5.127 -0.264 1.608 0.133 0.401 -0.327
H -6.007 -0.673 2.112 0.247 0.249 -0.267
C -4.524 0.913 2.095 0.032 -0.230 -0.013
H -4.958 1.431 2.959 0.203 -0.295 -0.367
C -3.363 1.414 1.489 -0.518 -0.389 0.001
H -2.863 2.311 1.881 -0.374 -0.378 -0.181
C -0.886 1.651 -1.982 -0.298 0.494 -0.341
C -1.933 1.426 -2.891 0.503 -0.165 -0.502
H -2.951 1.243 -2.535 0.352 0.077 -0.066
C -1.670 1.371 -4.268 0.014 0.105 0.271
H -2.491 1.178 -4.962 0.299 0.061 0.148
C -0.368 1.562 -4.744 -0.031 0.054 0.324
H -0.161 1.498 -5.809 -0.037 0.039 0.172
C 0.666 1.850 -3.847 -0.066 -0.012 0.115
H 1.680 2.023 -4.210 -0.277 -0.009 0.001
C 0.405 1.915 -2.473 -0.465 -0.358 -0.495
H 1.237 2.159 -1.797 -0.216 0.022 -0.067
H -0.267 0.702 1.102 0.571 -0.724 0.932
H -0.722 -0.209 -0.596 0.778 -0.586 -0.222
C 5.061 -1.252 3.249 0.077 0.076 0.097
O 3.678 -1.333 3.736 -0.321 0.218 -0.688
C 2.739 -0.998 2.880 0.441 0.523 -1.440
O 2.938 -0.303 1.828 0.471 -0.946 2.510
N 1.523 -1.525 3.135 -0.303 0.144 0.043
N 0.455 -1.151 2.245 0.321 -0.564 1.286
H 5.654 -1.715 4.035 -0.134 0.098 -0.058
H 5.366 -0.211 3.103 -0.220 -0.253 0.020
H 5.159 -1.830 2.325 -0.120 0.202 0.188
H 1.336 -1.884 4.072 -0.012 -0.004 -0.429
H -0.100 -1.983 2.003 0.428 0.214 0.189
H -0.177 -0.514 2.753 0.353 -0.134 -0.550
```
Positions in Å, forces in eV/Å.


Entry 2:
This record from the Open Molecules 2025 dataset describes 7 unconnected molecules or ions with the total composition C17H48O7 at a distorted geometry. The level of theory is ωB97M-V/def2-TZVPD.

Summary:
relative energy (zero: lowest compared OMol25 entry of this formula, charge and spin) = 296.0 kJ/mol
strongest force on any atom = 3.4 eV/A
electronic energy = -1203.03086 Eh
2S+1 = 1
SMILES = CC(C)O.CC(C)O.CC(C)O.CC(C)O.CC(C)O.CO.CO
LUMO energy = 0.302 eV

```
72
Properties=species:S:1:pos:R:3:forces:R:3
C 2.120 4.686 -6.390 -0.869 0.793 -1.139
O 1.345 4.165 -7.468 0.168 -0.933 -0.513
H 2.474 3.942 -5.677 -0.128 0.153 0.046
H 2.941 5.203 -6.886 0.258 -0.136 0.357
H 1.440 5.453 -6.018 0.560 0.080 1.156
H 0.825 3.411 -7.179 0.006 0.037 0.095
C 1.203 0.865 -1.221 0.137 -0.190 0.139
O 1.685 0.013 -2.240 0.050 0.097 -0.457
H 1.192 1.925 -1.476 0.092 0.108 -0.323
H 0.182 0.571 -0.977 0.036 0.053 0.551
H 1.911 0.739 -0.402 -0.411 0.008 0.261
H 0.990 -0.063 -2.897 0.091 -0.083 -0.179
C -4.182 -4.070 1.822 -0.836 0.621 -1.655
C -4.197 -3.665 3.248 -1.861 -0.537 0.762
C -5.656 -3.818 3.864 1.200 -0.176 0.151
O -3.267 -4.503 3.868 0.505 -0.528 0.776
H -4.914 -4.818 1.520 0.188 -0.543 0.582
H -3.197 -4.361 1.456 -0.043 0.216 0.089
H -4.573 -3.214 1.271 0.425 0.253 -0.422
H -3.900 -2.621 3.345 0.104 0.183 0.065
H -6.343 -3.049 3.511 0.077 -0.023 -0.030
H -5.603 -3.790 4.952 0.111 0.545 0.165
H -6.085 -4.808 3.708 0.140 -0.039 -0.607
H -3.251 -4.339 4.813 -0.011 0.034 0.126
C 7.716 3.192 0.421 0.964 0.503 -1.082
C 7.138 3.799 1.675 1.099 -0.244 0.247
C 8.263 4.256 2.658 -0.143 0.143 -0.198
O 6.356 4.939 1.383 -0.376 -0.165 -0.296
H 7.005 2.967 -0.373 -0.426 0.080 0.327
H 8.250 2.263 0.623 -0.073 -0.019 0.312
H 8.448 3.852 -0.045 0.125 0.201 0.010
H 6.525 2.951 1.981 -0.343 0.309 1.169
H 8.784 5.122 2.250 0.133 -0.222 -0.797
H 9.018 3.506 2.894 -0.195 -0.164 0.002
H 7.931 4.739 3.577 -0.640 -0.649 0.316
H 5.857 5.122 2.182 -0.128 0.225 -0.010
C -5.762 2.395 6.433 -0.926 0.869 -0.305
C -5.905 3.635 5.516 1.465 -1.472 0.569
C -5.132 3.394 4.199 -0.510 0.183 0.378
O -7.289 3.844 5.267 0.449 0.000 -0.294
H -6.324 2.723 7.307 0.027 -0.704 0.352
H -4.744 2.120 6.707 0.012 0.344 -0.106
H -6.245 1.540 5.959 -0.077 -0.052 0.107
H -5.540 4.459 6.129 0.313 0.390 -0.388
H -4.864 4.319 3.689 -0.210 0.002 -0.180
H -5.823 2.787 3.615 0.077 0.106 -0.434
H -4.224 2.799 4.287 0.016 0.133 0.412
H -7.265 4.325 4.437 -0.635 0.197 -0.115
C -4.548 0.105 -4.990 -1.099 -0.434 -0.054
C -3.820 -0.999 -5.680 -1.392 -2.086 -1.399
C -4.447 -1.479 -7.008 -1.557 0.432 0.529
O -2.561 -0.668 -6.054 3.124 1.364 0.183
H -4.729 0.919 -5.692 0.325 0.354 0.336
H -4.179 0.384 -4.003 0.515 0.282 -0.375
H -5.531 -0.311 -4.769 -0.274 0.051 -0.019
H -3.800 -1.914 -5.087 -0.059 -0.016 0.784
H -5.458 -1.851 -6.836 -0.138 -0.148 -0.091
H -3.881 -2.291 -7.464 0.166 0.005 0.133
H -4.534 -0.657 -7.718 0.166 0.073 -0.042
H -2.251 -1.350 -6.654 0.241 0.127 0.029
C 6.472 -4.221 -0.042 0.119 -0.450 2.394
C 5.441 -5.275 -0.345 -0.103 2.295 -0.031
C 4.443 -5.491 0.793 0.862 -1.542 0.024
O 4.829 -4.791 -1.498 -1.142 -1.102 -2.224
H 6.899 -4.665 0.857 1.389 0.294 -0.015
H 6.024 -3.332 0.402 -0.300 0.356 -0.554
H 7.150 -3.979 -0.861 -0.008 -0.296 0.269
H 6.031 -6.172 -0.529 -0.650 -0.291 -0.657
H 4.374 -4.684 1.523 -0.154 0.060 -0.238
H 4.848 -6.383 1.271 -0.054 0.100 0.834
H 3.482 -5.870 0.447 -0.099 0.586 -0.231
H 4.429 -3.926 -1.381 0.132 -0.002 0.421
```
Positions in Å, forces in eV/Å.


Entry 3:
This record from the Open Molecules 2025 dataset describes 8 unconnected molecules or ions with the total composition C41H46F21NO16S2 at a distorted geometry. The level of theory is ωB97M-V/def2-TZVPD.

Summary:
strongest force on any atom = 5.3 eV/A
electronic energy = -5741.84798 Eh
2S+1 = 1
SMILES = O=[SH](=O)CN1c2ccccc2Sc2ccccc21.CCOC(=O)C(F)(F)F.CCOC(=O)C(F)(F)F.CCOC(=O)C(F)(F)F.CCOC(=O)C(F)(F)F.CCOC(=O)C(F)(F)F.CCOC(=O)C(F)(F)F.CCOC(=O)C(F)(F)F
LUMO energy = 0.097 eV

```
127
Properties=species:S:1:pos:R:3:forces:R:3
O -8.141 3.260 1.034 -0.351 -3.614 1.452
S -8.371 1.797 1.355 -0.775 2.310 -4.060
O -8.749 0.946 0.175 1.127 1.347 3.285
C -6.936 1.153 2.338 -0.445 -0.757 1.632
N -5.927 0.389 1.550 1.434 1.554 0.842
C -4.954 -0.109 2.575 2.290 -2.144 2.331
C -5.066 -1.602 2.990 3.170 3.013 1.893
C -4.077 -2.100 4.089 0.073 2.894 -0.732
C -3.011 -1.178 4.771 -2.224 1.690 -2.778
C -2.882 0.296 4.322 -2.847 -1.972 -1.805
C -3.856 0.804 3.235 -0.815 -2.736 -0.008
S -3.805 2.565 2.610 -0.126 -1.654 -0.905
C -4.200 2.328 0.798 -0.839 -1.111 -1.907
C -3.491 3.164 -0.287 -2.637 -2.791 -1.307
C -3.856 2.861 -1.788 -1.502 -1.912 3.077
C -4.892 1.741 -2.134 1.327 1.493 3.366
C -5.579 0.955 -0.991 2.033 1.972 0.716
C -5.265 1.208 0.511 2.085 2.375 -4.196
H -9.479 1.776 2.231 1.190 -0.260 -0.318
H -7.377 0.408 3.107 0.490 1.139 -1.319
H -6.522 2.024 2.950 -0.540 -0.814 -1.100
H -5.852 -2.262 2.502 1.268 0.942 0.782
H -4.154 -3.184 4.423 0.173 1.670 -0.490
H -2.309 -1.536 5.595 -1.242 0.310 -1.336
H -2.129 1.054 4.737 -1.226 -1.513 -0.594
H -2.724 3.982 -0.027 -1.428 -1.597 -0.343
H -3.310 3.464 -2.590 -1.022 -1.079 1.204
H -5.091 1.541 -3.250 0.188 0.159 2.167
H -6.323 0.143 -1.270 1.067 1.233 0.553
C -0.686 -0.887 11.395 -0.205 -0.302 -0.103
C 0.320 -0.418 10.361 -0.254 0.551 0.618
O 0.701 -1.501 9.498 -0.183 -0.558 -1.091
C -0.141 -1.770 8.480 -0.275 1.506 1.327
O -1.163 -1.171 8.269 0.622 -0.795 -0.386
C 0.410 -2.903 7.617 0.523 -1.655 -0.950
F 0.885 -3.930 8.350 -0.257 0.610 0.039
F 1.431 -2.488 6.835 -0.358 0.329 0.419
F -0.515 -3.425 6.791 0.101 0.625 0.505
H -0.297 -1.746 11.947 0.072 0.157 0.017
H -0.916 -0.086 12.101 0.063 -0.034 -0.076
H -1.617 -1.208 10.921 0.059 0.151 0.011
H 1.228 -0.079 10.862 0.090 -0.275 -0.239
H -0.063 0.426 9.781 -0.022 -0.275 -0.109
C 2.166 -3.733 3.832 0.059 -0.081 -0.357
C 3.339 -3.927 4.773 -0.643 0.510 0.210
O 4.213 -4.959 4.286 1.033 -0.265 -0.601
C 5.099 -4.585 3.341 -1.299 1.301 0.859
O 5.188 -3.470 2.898 0.397 -1.016 -0.040
C 5.992 -5.761 2.953 1.036 -1.429 -0.622
F 5.297 -6.904 2.773 -0.082 0.590 0.136
F 6.917 -6.024 3.902 -0.447 0.426 -0.075
F 6.670 -5.545 1.810 -0.835 0.951 0.944
H 1.646 -4.680 3.667 -0.004 0.073 0.154
H 1.460 -3.008 4.240 0.082 -0.071 0.004
H 2.500 -3.378 2.854 0.003 0.073 0.137
H 2.976 -4.256 5.748 0.253 -0.257 -0.143
H 3.887 -2.995 4.932 0.096 -0.192 -0.195
C -7.740 6.889 3.774 0.257 0.234 0.150
C -7.890 5.537 4.442 -0.630 0.256 -0.499
O -6.674 5.162 5.109 0.622 -0.061 1.110
C -6.486 5.690 6.338 -1.635 0.343 -1.116
O -7.260 6.435 6.880 0.947 -0.525 0.084
C -5.185 5.174 6.953 1.781 -0.483 0.762
F -4.153 5.192 6.082 -0.673 0.129 0.041
F -5.302 3.897 7.378 -0.408 0.403 -0.296
F -4.791 5.895 8.019 -0.622 -0.057 -0.543
H -6.876 6.892 3.104 -0.152 -0.115 -0.044
H -8.634 7.137 3.200 0.061 -0.086 0.036
H -7.573 7.677 4.512 -0.133 -0.089 -0.012
H -8.082 4.774 3.685 0.327 -0.067 0.123
H -8.735 5.522 5.136 0.276 0.064 0.121
C -0.720 -0.522 -6.103 -0.076 0.255 0.214
C -1.225 -1.864 -5.610 0.150 0.121 -0.800
O -1.280 -1.888 -4.175 -0.686 0.108 0.930
C -2.374 -1.331 -3.617 0.239 -0.109 -1.913
O -3.272 -0.827 -4.242 0.385 -0.239 0.947
C -2.328 -1.470 -2.097 0.014 0.095 2.113
F -1.115 -1.170 -1.586 -0.272 -0.045 -0.591
F -2.606 -2.731 -1.699 0.040 0.249 -0.600
F -3.210 -0.669 -1.476 0.373 -0.373 -0.781
H 0.241 -0.280 -5.643 -0.012 -0.130 -0.092
H -0.601 -0.529 -7.189 -0.018 -0.045 0.064
H -1.411 0.281 -5.837 -0.018 -0.129 -0.099
H -0.530 -2.650 -5.911 -0.031 -0.009 0.365
H -2.198 -2.112 -6.042 0.014 0.127 0.263
C 2.822 2.619 -10.996 -0.391 0.061 -0.096
C 3.019 2.237 -9.542 0.693 -0.194 -0.588
O 1.966 2.781 -8.729 -1.096 -0.216 0.562
C 0.815 2.079 -8.703 1.649 -0.555 -1.009
O 0.631 1.056 -9.311 -0.445 0.689 0.686
C -0.192 2.740 -7.766 -1.498 0.964 1.128
F -0.255 4.078 -7.931 0.348 -0.525 -0.233
F 0.115 2.532 -6.465 0.303 -0.159 -0.605
F -1.445 2.281 -7.936 0.778 -0.147 -0.280
H 2.730 3.703 -11.100 0.160 -0.067 0.046
H 3.663 2.275 -11.602 -0.027 0.028 0.101
H 1.905 2.182 -11.398 0.129 -0.073 0.036
H 3.953 2.664 -9.174 -0.288 0.117 0.229
H 3.088 1.153 -9.416 -0.274 0.134 0.046
C 7.939 -7.432 0.518 0.143 -0.147 -0.525
C 7.963 -8.929 0.276 0.283 0.317 0.712
O 7.459 -9.239 -1.033 0.266 -0.274 -1.117
C 8.336 -9.113 -2.050 0.515 0.339 1.884
O 9.479 -8.761 -1.919 -0.763 -0.312 -0.681
C 7.685 -9.521 -3.369 -0.817 -0.348 -1.784
F 6.445 -9.007 -3.515 0.489 -0.018 0.415
F 7.557 -10.861 -3.471 0.234 0.400 0.447
F 8.391 -9.120 -4.442 0.016 -0.014 0.822
H 6.938 -7.034 0.351 0.140 -0.297 0.004
H 8.246 -7.202 1.539 0.004 -0.150 -0.122
H 8.608 -6.910 -0.170 0.061 -0.107 0.111
H 7.308 -9.427 0.992 -0.125 -0.076 -0.337
H 8.966 -9.343 0.415 -0.094 0.049 -0.275
C 6.358 5.907 -5.174 0.252 -0.093 -0.262
C 4.939 6.085 -5.677 0.121 -0.145 0.823
O 4.934 6.433 -7.071 -0.107 -0.441 -1.137
C 5.057 5.406 -7.936 -0.090 -0.172 1.974
O 5.171 4.253 -7.609 -0.051 0.630 -0.812
C 4.985 5.910 -9.375 0.072 0.717 -1.886
F 5.731 7.017 -9.574 -0.179 -0.458 0.468
F 3.723 6.231 -9.731 0.283 -0.265 0.534
F 5.415 4.997 -10.267 -0.153 0.048 0.782
H 6.954 6.799 -5.385 -0.129 0.004 0.113
H 6.367 5.722 -4.098 -0.054 0.032 -0.081
H 6.852 5.069 -5.673 -0.122 -0.004 0.105
H 4.462 6.910 -5.145 -0.008 0.072 -0.366
H 4.333 5.192 -5.497 0.122 0.042 -0.266
```
Positions in Å, forces in eV/Å.